The following is a quantum chemistry calculation of a 4-piece molecular cluster, C35H31BrClF6N5O10 overall, from OMol25.

Element x y z (Å)
N 1.7498 5.1398 -2.0088
C 2.9191 4.5712 -1.2576
C 3.0457 5.6134 -0.0570
O 3.9050 6.4862 -0.0273
O 2.1971 5.4670 0.9186
N 2.5666 3.2025 -0.8108
C 3.5213 2.4592 0.0399
F 4.0679 1.3352 -0.5522
F 4.5614 3.1276 0.5639
C 2.7114 1.8664 1.3018
F 2.4418 2.8139 2.2152
F 3.5941 0.9977 1.9080
F 1.6210 1.1211 0.9385
C 2.0656 2.3758 -1.9755
C 3.0033 2.3513 -3.2272
C 2.1917 2.2265 -4.5970
C 1.2258 3.4127 -4.8615
O 1.5128 4.5165 -5.1570
Cl -0.5738 3.0397 -4.7468
C 4.0725 3.5032 -3.3974
C 5.5207 2.8940 -3.6447
O 5.9354 2.0020 -2.6020
C 6.5023 0.8241 -3.0875
C 7.9132 0.7523 -3.4335
C 8.5179 -0.4899 -3.9330
C 7.6760 -1.6827 -4.0566
C 6.2665 -1.6140 -3.7087
C 5.6677 -0.3653 -3.2397
C 4.1145 4.6411 -2.2963
F 5.3736 4.6548 -1.6712
Br 4.0840 6.3857 -3.2746
H 1.6815 6.1418 -1.7887
H 0.8766 4.7709 -1.6019
H 1.7035 3.3349 -0.2361
H 1.0404 2.7092 -2.3020
H 1.8861 1.3065 -1.6671
H 3.5808 1.3852 -3.1770
H 1.6939 1.2227 -4.6865
H 2.9808 2.2352 -5.4013
H 3.8426 4.0177 -4.3713
H 6.2379 3.7262 -3.8474
H 5.4191 2.2795 -4.5873
H 8.5761 1.6449 -3.3528
H 9.5970 -0.5047 -4.2123
H 8.0880 -2.6456 -4.4306
H 5.6091 -2.5119 -3.7864
H 4.5757 -0.3944 -3.0150
O 0.4643 -2.9820 -3.7301
N 0.8912 -2.4323 -2.7339
O 1.7004 -1.5194 -2.7405
C 0.4091 -2.8948 -1.4308
C -0.4866 -3.9542 -1.3712
C -0.9226 -4.4056 -0.1336
C -0.4667 -3.7969 1.0295
C 0.4227 -2.7307 0.9609
C 0.8656 -2.2739 -0.2718
H -0.8475 -4.4352 -2.2711
H -1.6163 -5.2347 -0.0739
H -0.8053 -4.1564 1.9950
H 0.7735 -2.2583 1.8705
H 1.5610 -1.4454 -0.3117
O -4.3293 -5.3455 2.7086
N -4.3311 -4.7336 1.6573
O -3.9579 -5.1935 0.5898
C -4.8079 -3.3472 1.6731
C -5.2053 -2.7754 2.8745
C -5.6333 -1.4548 2.8886
C -5.6649 -0.7214 1.7082
C -5.2746 -1.3061 0.5091
C -4.8431 -2.6245 0.4879
H -5.1835 -3.3390 3.7990
H -5.9389 -0.9963 3.8186
H -5.9944 0.3115 1.7231
H -5.3036 -0.7316 -0.4089
H -4.5381 -3.0703 -0.4502
O -5.6462 -1.5129 5.9571
N -6.2387 -2.5298 6.2811
O -5.7567 -3.6471 6.2470
C -7.6257 -2.3972 6.7364
C -8.2219 -1.1434 6.7537
C -9.5424 -1.0254 7.1628
C -10.2529 -2.1538 7.5538
C -9.6443 -3.4031 7.5428
C -8.3250 -3.5292 7.1322
H -7.6767 -0.2587 6.4511
H -10.0200 -0.0533 7.1744
H -11.2862 -2.0593 7.8678
H -10.2008 -4.2796 7.8511
H -7.8604 -4.5068 7.1240

Summary:
* E_LUMO: -0.03642 Ha
* E_tot: -6011.50303 a.u.
* frontier orbital gap: 7.40 eV
* ΔE to the lowest compared entry with this formula, charge and spin: 262.13 kJ/mol
* highest occupied orbital energy: -0.3082 hartree
* F_max: 4.78 eV/Å
* net charge: 0